No. 1
A cluster of 2 separate species, C6H14NS in total, computed with ωB97M-V/def2-TZVPD.

Relative energy (zero: lowest compared OMol25 entry of this formula, charge and spin): 0.416 eV
Strongest force on any atom: 0.018 Eh/bohr
Net charge: -1

Last column: Mulliken charge in e.
Element x y z (Å)
C: 0.154 -0.236 2.219  -0.93
C: -1.306 0.142 2.262  0.87
C: -1.843 0.761 3.308  -0.96
C: -2.056 -0.189 0.992  -1.03
H: 0.327 -1.279 2.514  0.27
H: 0.814 0.370 2.838  0.30
H: 0.505 -0.179 1.183  0.00
H: -2.898 1.020 3.320  0.25
H: -1.286 1.050 4.191  0.29
H: -3.124 -0.005 1.119  0.34
H: -1.878 -1.261 0.841  0.23
H: -1.651 0.311 0.107  0.14
C: 1.958 -0.516 -2.634  -0.59
C: 1.610 0.974 -2.410  -0.53
S: 0.589 1.303 -0.926  -0.57
N: 0.805 -1.424 -2.570  -0.58
H: 2.685 -0.778 -1.856  0.23
H: 2.477 -0.610 -3.594  0.35
H: 1.043 1.363 -3.260  0.22
H: 2.556 1.519 -2.322  0.23
H: 0.315 -1.355 -3.456  0.24
H: 0.203 -0.982 -1.868  0.22

Force components x, y, z for each atom (eV/Å):
C 0.2 -0.4 -0.3
C 0.6 0.4 -0.2
C -0.6 0.0 0.0
C 0.1 -0.5 0.8
H -0.3 0.0 0.1
H -0.2 0.2 0.1
H 0.1 0.2 0.1
H 0.0 0.0 -0.1
H 0.2 -0.1 0.0
H 0.0 0.0 -0.1
H -0.3 0.0 -0.3
H 0.1 0.1 0.2
C 0.0 0.6 0.3
C -0.2 -0.1 0.2
S 0.2 -0.1 -0.2
N 0.4 0.2 -0.1
H -0.1 -0.2 0.0
H -0.1 -0.2 -0.1
H 0.2 0.0 -0.3
H -0.1 0.1 -0.2
H -0.1 0.0 0.1
H -0.1 -0.1 0.0

No. 2
A structure of composition C4H12CrN2OS3Sb at a distorted geometry, computed with ωB97M-V/def2-TZVPD.

2S+1: 2
Relative energy (zero: lowest compared OMol25 entry of this formula, charge and spin): 0.256 eV
Strongest force on any atom: 0.028 Eh/bohr
Net charge: -2

Last column: Mulliken charge in e.
Element x y z (Å)
Cr: 2.086 -1.310 -1.514  0.58
S: 2.312 -6.118 -1.430  -0.89
Sb: 3.722 -4.220 -1.227  0.27
S: 2.544 -2.709 0.346  -0.60
S: 3.087 -2.721 -3.093  -0.59
C: -0.394 1.289 1.785  -1.75
C: -1.037 1.154 0.397  1.81
C: -1.419 2.539 -0.119  -1.76
C: -2.286 0.281 0.489  -1.92
N: -0.129 0.593 -0.609  -0.31
N: 0.407 -0.691 -0.309  -0.43
H: -1.070 1.796 2.478  0.42
H: 0.531 1.866 1.719  0.39
H: -0.154 0.313 2.211  0.41
H: -2.125 3.022 0.559  0.39
H: -1.872 2.456 -1.108  0.41
H: -0.533 3.174 -0.201  0.39
H: -3.028 0.753 1.137  0.44
H: -2.057 -0.701 0.908  0.42
H: -2.719 0.143 -0.503  0.42
H: 0.688 1.185 -0.743  0.34
H: -0.317 -1.392 -0.391  0.22
H: 0.837 -0.755 0.613  0.28
O: 2.927 0.052 -1.395  -0.96

Force components x, y, z for each atom (eV/Å):
Cr 1.3 -0.5 0.4
S 0.4 0.4 0.1
Sb -0.7 -0.1 -0.1
S -0.1 -0.3 -0.2
S -0.3 -0.1 0.2
C 0.0 0.0 0.0
C 0.1 0.1 0.1
C 0.0 0.0 0.0
C 0.0 0.0 0.0
N -0.1 -0.1 0.0
N -0.1 0.2 -0.3
H 0.0 0.0 0.0
H 0.0 0.0 0.0
H 0.0 0.0 0.0
H 0.0 0.0 0.0
H 0.0 0.0 0.0
H 0.0 0.0 0.0
H 0.0 0.0 0.0
H 0.0 0.0 0.0
H 0.0 0.0 0.0
H 0.0 0.0 -0.1
H 0.0 -0.1 0.0
H 0.0 -0.1 0.0
O -0.5 0.8 -0.1

No. 3
A structure of composition C4H5NO at a distorted geometry, computed with ωB97M-V/def2-TZVPD.

Relative energy (zero: lowest compared OMol25 entry of this formula, charge and spin): 4.199 eV
Strongest force on any atom: 0.020 Eh/bohr

Last column: Mulliken charge in e.
Element x y z (Å)
O: -2.223 -0.402 0.525  -0.62
C: -1.125 -0.194 0.085  0.46
C: -0.395 1.023 -0.544  -0.33
C: 0.856 0.231 -0.238  -0.13
N: 0.298 -0.402 0.959  -0.25
C: 0.254 -1.119 -0.341  -0.56
H: -0.664 1.161 -1.596  0.27
H: -0.485 1.951 0.027  0.26
H: 1.898 0.515 -0.247  0.38
H: 0.708 -0.745 1.810  0.20
H: 0.878 -2.018 -0.441  0.32

Force components x, y, z for each atom (eV/Å):
O 0.4 -0.2 -0.6
C -0.8 -0.3 -0.5
C -0.1 0.2 0.0
C 0.3 0.3 0.2
N 0.7 0.2 0.7
C -0.1 0.0 0.4
H 0.2 0.0 0.2
H -0.2 -0.1 0.0
H -0.1 -0.1 -0.2
H 0.4 -0.1 0.0
H -0.8 0.2 0.0

No. 4
A cluster of 2 separate species, C7H14Cl4NO5P in total at a distorted geometry, computed with ωB97M-V/def2-TZVPD.

SMILES string: CC(=O)NCCCCOP(=O)(O)O.ClC(Cl)(Cl)Cl
E: -2888.098740 Ha
Strongest force on any atom: 0.153 Eh/bohr

Last column: Mulliken charge in e.
Element x y z (Å)
C: 3.798 -1.303 1.306  -0.72
C: 3.548 0.326 1.441  0.46
O: 4.524 1.185 1.763  -0.59
N: 2.155 0.923 1.169  -0.31
C: 1.876 0.536 -0.294  -0.18
C: 1.065 1.732 -1.091  -0.56
C: -0.248 2.247 -0.243  -0.56
C: -1.415 1.076 -0.051  -0.11
O: -2.687 1.809 0.136  -0.29
P: -4.014 0.738 0.487  0.89
O: -5.347 1.642 0.407  -0.65
O: -4.234 -0.554 -0.677  -0.36
O: -4.001 0.111 2.143  -0.50
H: 4.974 -1.428 1.142  0.27
H: 3.525 -1.888 2.305  0.28
H: 3.192 -1.811 0.442  0.22
H: 2.204 1.971 1.249  0.29
H: 1.146 -0.394 -0.249  -0.06
H: 2.872 0.302 -0.892  0.36
H: 1.816 2.660 -1.118  0.31
H: 0.839 1.484 -2.221  0.27
H: 0.015 2.719 0.797  0.22
H: -0.753 3.097 -0.912  0.33
H: -1.434 0.291 -0.925  0.13
H: -1.104 0.463 0.923  0.32
H: -3.616 -1.326 -0.498  0.28
H: -4.962 -0.217 2.258  0.35
Cl: -2.085 -2.948 -0.630  -0.17
C: -0.747 -3.278 -1.760  0.36
Cl: 0.228 -1.803 -1.972  -0.08
Cl: 0.278 -4.578 -1.102  -0.09
Cl: -1.410 -3.784 -3.334  -0.09

Force components x, y, z for each atom (eV/Å):
C 0.6 0.3 0.4
C 2.8 4.4 1.4
O -5.5 -5.4 -1.7
N 3.0 -1.2 -1.4
C -1.5 -0.1 -1.0
C 1.0 0.9 1.2
C -1.0 0.0 -1.4
C 2.5 -0.1 0.8
O -1.1 -4.5 0.8
P -6.3 3.9 -0.1
O 5.4 -3.7 0.1
O 2.3 1.4 3.1
O -0.6 0.0 -3.5
H -2.7 0.3 0.3
H 0.5 1.6 -2.0
H 1.2 1.2 1.6
H 0.5 -1.5 0.0
H 1.9 1.9 -0.2
H -2.1 0.3 1.2
H -1.6 -1.9 0.0
H 0.2 0.2 2.5
H -0.4 -1.1 -2.1
H 1.0 -1.8 1.6
H -0.2 1.9 1.4
H -0.9 1.3 -1.9
H -0.9 1.3 -0.4
H 2.0 0.9 -0.4
Cl 0.4 -0.4 0.0
C 0.2 -0.1 -0.4
Cl -0.4 -0.6 -0.1
Cl -0.3 0.4 -0.1
Cl 0.2 0.2 0.5

No. 5
A cluster of 5 separate species, C15H30Cl8NO3P2 in total at a distorted geometry, computed with ωB97M-V/def2-TZVPD.

E: -5234.085196 Ha
Strongest force on any atom: 0.058 Eh/bohr
Net charge: -1

Last column: Mulliken charge in e.
Element x y z (Å)
C: -1.875 -1.661 3.841  -0.34
C: -1.634 -0.866 2.960  -0.50
P: -1.101 0.578 1.795  0.64
O: -0.057 -0.376 0.783  -0.49
C: 1.204 0.256 0.881  -0.67
C: 2.274 -0.386 0.014  0.07
C: 3.460 0.615 -0.172  -0.15
C: 3.101 1.905 -0.881  -0.64
O: 3.397 1.770 0.585  -0.47
C: 1.430 0.323 2.418  -0.15
P: 1.751 -1.447 2.976  0.86
N: 3.241 -1.632 3.522  -1.01
O: 0.220 0.879 2.876  -0.52
H: -2.134 -2.133 4.760  0.34
H: -2.183 0.197 0.910  0.07
H: -2.073 1.330 2.546  -0.02
H: -0.918 1.785 1.029  -0.22
H: 1.058 1.301 0.587  0.27
H: 2.797 -1.228 0.470  0.32
H: 1.942 -0.596 -1.001  0.09
H: 4.434 0.186 -0.400  0.49
H: 3.870 2.654 -1.021  0.39
H: 2.052 2.160 -0.975  0.24
H: 2.293 0.941 2.663  0.47
H: 1.520 -2.243 1.854  -0.20
H: 0.827 -1.851 3.950  -0.04
H: 3.198 -1.959 4.480  0.23
Cl: 0.381 -6.618 2.092  -0.22
C: -0.519 -6.000 0.678  -0.42
C: -0.145 -4.581 0.334  -0.31
Cl: -0.681 -3.407 1.545  -0.05
H: -1.581 -6.086 0.895  0.32
H: -0.282 -6.658 -0.157  0.33
H: -0.621 -4.296 -0.604  0.38
H: 0.932 -4.473 0.218  -0.05
Cl: -2.227 4.224 -0.181  -0.20
C: -3.591 4.232 0.965  -0.48
C: -3.259 4.969 2.238  -0.49
Cl: -2.058 4.110 3.228  -0.14
H: -3.870 3.199 1.160  0.31
H: -4.421 4.725 0.460  0.35
H: -4.157 5.067 2.848  0.30
H: -2.877 5.965 2.026  0.31
Cl: -3.398 1.438 -4.664  -0.17
C: -4.108 3.054 -4.897  -0.45
C: -4.055 3.890 -3.643  -0.37
Cl: -5.131 3.267 -2.371  -0.19
H: -5.130 2.924 -5.244  0.31
H: -3.535 3.542 -5.684  0.30
H: -4.380 4.905 -3.866  0.30
H: -3.048 3.934 -3.232  0.27
Cl: 2.771 -3.631 -1.534  -0.07
C: 4.043 -3.205 -2.702  -0.65
C: 3.586 -2.154 -3.682  -0.22
Cl: 2.343 -2.771 -4.801  -0.20
H: 4.353 -4.115 -3.210  0.40
H: 4.887 -2.826 -2.127  0.28
H: 4.429 -1.831 -4.291  0.35
H: 3.177 -1.286 -3.170  0.11

Force components x, y, z for each atom (eV/Å):
C -0.4 0.3 0.4
C 0.8 0.0 -0.3
P -2.9 -0.2 -0.3
O 0.8 0.4 0.1
C -0.3 -0.2 0.2
C 1.9 1.1 0.3
C -1.5 0.6 -1.4
C 0.9 0.3 2.8
O 0.0 -0.3 0.4
C -0.7 -0.6 -1.1
P 1.5 0.4 1.0
N -0.3 0.0 -0.2
O 0.5 0.0 0.1
H 0.0 -0.3 -0.2
H 0.1 0.0 0.1
H 0.5 0.0 0.5
H 0.8 -0.2 -0.2
H 0.2 0.0 -0.1
H -0.7 -0.5 -0.1
H -0.4 -0.5 0.2
H 0.1 0.0 0.3
H -0.1 -0.2 -1.7
H 0.0 0.0 -0.6
H 0.0 -0.1 0.3
H -0.3 0.2 0.0
H -0.4 0.2 -0.4
H 0.2 0.0 0.0
Cl 0.0 0.0 0.0
C 0.0 0.0 -0.2
C 0.0 0.2 -0.1
Cl -0.4 -0.5 0.0
H 0.0 0.0 0.1
H 0.1 0.0 0.0
H 0.0 -0.1 0.0
H 0.0 -0.1 0.0
Cl 0.0 0.1 -0.1
C -0.2 0.0 0.0
C 0.0 0.0 0.1
Cl 0.0 0.1 0.0
H 0.2 0.0 0.0
H 0.0 0.0 0.0
H 0.0 0.0 -0.1
H 0.0 0.0 0.0
Cl 0.0 0.0 0.0
C 0.0 0.0 -0.1
C 0.1 0.1 0.0
Cl -0.1 0.0 0.0
H 0.0 0.0 0.1
H 0.0 0.0 0.0
H 0.0 0.0 0.0
H 0.0 -0.1 0.1
Cl 0.0 -0.1 -0.1
C 0.1 0.0 0.1
C 0.1 0.1 0.0
Cl 0.0 0.0 0.0
H -0.1 0.0 0.0
H 0.0 0.1 0.0
H 0.0 0.0 0.0
H -0.1 -0.1 0.0

No. 6
A cluster of 2 separate species, CH5N2S in total at a distorted geometry, computed with ωB97M-V/def2-TZVPD.

Relative energy (zero: lowest compared OMol25 entry of this formula, charge and spin): 1.799 eV
Strongest force on any atom: 0.091 Eh/bohr
Net charge: +1

Last column: Mulliken charge in e.
Element x y z (Å)
C: -1.660 0.034 -0.121  0.37
N: -0.558 0.347 -0.317  -0.01
N: -2.890 -0.301 -0.077  -0.37
S: 3.640 -0.169 -0.255  -0.29
H: 4.795 -0.210 0.331  0.16
H: 0.272 0.647 -0.866  0.37
H: -3.042 -1.194 0.165  0.29
H: -3.579 0.303 0.464  0.35
H: 3.022 0.543 0.675  0.14

Force components x, y, z for each atom (eV/Å):
C 2.8 1.3 -1.4
N -0.7 -0.2 0.0
N -1.6 4.2 1.1
S -1.2 -0.3 -1.2
H 1.0 0.1 0.8
H -0.9 -0.4 0.7
H -0.8 -4.5 0.7
H 1.2 -0.4 -1.1
H 0.1 0.2 0.5

No. 7
A structure of composition C3H4ClN3 at a distorted geometry, computed with ωB97M-V/def2-TZVPD.

Relative energy (zero: lowest compared OMol25 entry of this formula, charge and spin): 4.336 eV
Strongest force on any atom: 0.187 Eh/bohr

Last column: Mulliken charge in e.
Element x y z (Å)
C: 0.398 -0.324 0.368  0.60
C: -0.029 0.981 0.027  -0.29
C: -0.770 0.608 -1.143  0.04
H: 1.816 0.427 1.833  0.25
H: 1.360 -1.352 1.762  0.25
H: 0.185 2.006 0.509  0.25
H: -2.096 -1.389 -1.038  0.37
N: 1.538 -0.550 1.279  -0.54
N: -0.789 -0.706 -1.169  -0.07
N: -0.153 -1.353 -0.198  -0.70
Cl: -1.461 1.651 -2.230  -0.17

Force components x, y, z for each atom (eV/Å):
C 4.3 0.5 4.9
C -0.6 0.1 -2.1
C 1.3 2.5 4.1
H -1.2 -4.0 -1.6
H -0.1 -2.3 2.3
H -0.1 -2.0 -1.3
H 4.4 2.8 -1.4
N -0.6 6.3 -1.7
N -7.5 -5.3 -2.8
N 1.3 1.0 0.5
Cl -0.9 0.4 -1.1

No. 8
A structure of composition C10H15LiN4O4S, computed with ωB97M-V/def2-TZVPD.

E: -1315.896247 Ha
Strongest force on any atom: 0.018 Eh/bohr

Last column: Mulliken charge in e.
Element x y z (Å)
Li: 1.546 -1.059 1.835  0.86
O: 5.379 2.529 -0.342  -0.54
C: 4.312 2.664 -1.094  0.43
O: 4.280 3.381 -2.068  -0.61
C: 3.089 1.888 -0.709  0.34
C: 1.898 2.055 -1.365  -0.55
N: 1.013 1.231 -0.780  0.29
N: 1.540 0.528 0.230  -0.67
C: 2.812 0.914 0.287  -0.04
C: 3.705 0.282 1.344  0.96
O: 4.805 0.815 1.561  -0.78
O: 3.214 -0.730 1.922  -0.84
H: 5.221 1.863 0.400  0.48
H: 1.651 2.702 -2.195  0.52
H: 0.042 1.126 -0.998  0.13
C: -1.708 -3.380 -1.260  -1.37
C: -2.389 -2.240 -0.515  -0.08
N: -2.012 -2.259 0.905  -0.17
C: -1.493 -1.257 1.627  -0.06
S: -0.481 -1.579 2.962  -0.46
N: -1.756 0.012 1.251  0.03
C: -3.031 0.518 0.717  -0.58
C: -2.838 1.414 -0.498  -1.05
H: -1.979 -3.353 -2.316  0.38
H: -2.019 -4.348 -0.859  0.39
H: -0.623 -3.304 -1.178  0.33
H: -3.471 -2.319 -0.618  0.25
H: -2.084 -1.288 -0.940  0.13
H: -1.803 -3.164 1.294  0.28
H: -1.244 0.667 1.818  0.33
H: -3.528 1.076 1.511  0.42
H: -3.676 -0.320 0.483  0.33
H: -2.176 2.251 -0.258  0.32
H: -3.795 1.826 -0.825  0.37
H: -2.402 0.858 -1.332  0.23

Force components x, y, z for each atom (eV/Å):
Li -0.6 0.1 -0.2
O 0.1 -0.2 0.2
C -0.1 0.0 -0.2
O 0.0 0.0 0.1
C 0.2 -0.1 0.2
C -0.2 0.0 -0.1
N -0.2 0.1 -0.1
N 0.3 -0.1 0.1
C 0.1 0.0 0.0
C 0.1 0.0 0.2
O -0.2 -0.1 -0.3
O 0.8 0.5 -0.1
H 0.0 0.1 0.1
H 0.0 -0.1 0.1
H -0.2 0.0 0.0
C 0.0 0.0 0.1
C 0.0 -0.1 0.1
N -0.1 -0.1 -0.1
C 0.1 0.0 -0.2
S -0.3 0.0 -0.1
N -0.2 0.1 0.0
C 0.2 0.0 0.0
C 0.1 0.0 0.0
H 0.0 0.0 0.1
H 0.0 0.1 0.0
H 0.0 0.0 0.0
H -0.1 0.0 0.0
H 0.1 0.1 0.0
H 0.0 -0.1 0.0
H 0.1 0.1 0.1
H 0.0 0.0 0.1
H 0.0 -0.1 0.0
H -0.1 0.0 0.0
H 0.1 0.0 0.0
H -0.1 0.0 0.0

- Look up the strongest force on any atom of the third one.
  0.020 Eh/bohr

- Which formula does entry 4 have?
  C7H14Cl4NO5P

- strongest force on any atom of number 4 (C7H14Cl4NO5P)?
  0.153 Eh/bohr